# 1
Entry from OMol25: a molecular structure, C14H28O28S7 (ωB97M-V with the def2-TZVPD basis set).

CARTESIAN COORDINATES (ANGSTROEM)
S -9.315 -2.773 3.813
S 7.053 -3.846 -1.160
S 4.989 4.239 -2.141
S -0.844 -0.405 1.166
S 4.132 -4.564 7.168
S -7.200 3.174 -0.966
S 4.426 0.416 -7.862
O -8.924 -1.163 3.755
O -8.367 3.161 -2.096
O 5.160 1.658 -7.558
O 3.012 -4.078 5.953
O 5.137 -0.740 -8.384
O 3.537 4.510 -2.338
O 6.897 -2.615 0.060
O -0.627 1.223 1.414
O 3.016 0.756 -8.692
O 5.684 5.290 -1.085
O 7.751 -5.027 -0.594
O 4.169 -3.531 8.212
O 3.184 -5.899 7.664
O -10.187 -3.044 4.957
O 5.400 -4.945 6.541
O 5.467 -4.055 -1.203
O 7.428 -3.388 -2.461
O -7.716 -3.374 4.033
O -6.537 1.841 -0.929
O -8.259 3.230 0.285
O 5.944 4.816 -3.435
O 3.541 0.069 -6.519
O -9.807 -3.287 2.529
O -0.383 -0.262 -0.425
O -6.406 4.354 -0.999
O 0.085 -1.231 1.991
O 5.363 2.875 -1.911
O -2.283 -0.562 1.343
C 4.822 -3.538 -0.060
C 6.193 6.464 -1.760
C 6.643 5.977 -3.127
C 5.844 -2.942 0.895
C 1.885 -5.783 7.104
C -0.761 1.016 -1.004
C -9.369 4.079 -1.571
C 2.428 0.947 -6.349
C -9.498 3.613 -0.141
C 1.938 1.020 -7.834
C 2.219 -5.148 5.755
C -7.553 -1.063 4.195
C -1.039 1.970 0.249
C -6.823 -2.361 3.797
H 1.716 0.461 -5.682
H 4.036 -4.255 0.176
H -10.152 2.741 -0.110
H -10.234 3.716 -2.127
H 5.401 7.212 -1.743
H -1.644 0.874 -1.628
H 7.007 6.881 -1.167
H 1.145 -5.168 7.617
H -9.888 4.355 0.556
H 2.707 -5.865 5.095
H 1.523 -6.810 7.150
H 7.670 5.694 -3.358
H 6.016 -3.724 1.635
H 6.305 6.539 -3.998
H -6.782 -2.382 2.708
H -9.345 5.156 -1.741
H 1.249 -4.940 5.304
H 1.225 0.196 -7.860
H 0.034 1.403 -1.642
H 2.543 1.957 -5.957
H -2.094 2.216 0.366
H -0.563 2.936 0.419
H -7.159 -0.172 3.706
H 5.521 -1.951 1.215
H 1.542 1.987 -8.145
H 4.108 -2.790 -0.403
H -7.561 -0.864 5.267
H -5.774 -2.475 4.070

Total charge = 0
E_LUMO = 0.01 eV
E_tot = -148135.832 eV
Maximum force = 4.8 eV/Å
Gap between HOMO and LUMO = 10.8 eV

Here are the Löwdin charges for atoms 1 to 2, given in e: atom 1 (S): 0.768, atom 2 (S): 0.747

=====

# 2
Entry from OMol25: a gas-phase ion, C14H29BF4NO5P2 (charge -1) (ωB97M-V with the def2-TZVPD basis set).

CARTESIAN COORDINATES (ANGSTROEM)
P 0.498 -2.888 0.250
P -0.600 -4.582 1.065
F 0.292 -3.498 -2.783
F -1.710 -3.248 -4.468
F -1.626 -4.082 -1.871
F -2.900 -2.028 -3.085
O 0.267 -0.083 -0.363
O -1.942 -4.039 1.753
O -0.828 -5.774 0.240
O 0.320 -4.942 2.364
O -1.673 -1.433 -0.618
N 1.676 -1.094 -1.930
C -0.887 3.755 2.947
C -1.630 -2.345 -3.434
C -0.567 -2.070 -1.109
C -0.395 2.921 0.523
C 0.310 -0.836 -1.516
C -0.306 2.529 3.674
C -0.890 -3.014 -2.260
C 4.515 1.056 -1.111
C 2.374 0.162 -2.236
C -0.252 4.027 1.591
C 3.004 0.806 -0.995
C -1.415 -0.290 1.672
C -1.826 2.492 0.238
C -1.943 1.194 -0.574
B -1.203 -0.123 0.055
H -1.970 3.671 2.873
H 5.019 0.829 -0.173
H 0.821 4.141 1.778
H 1.703 0.865 -2.744
H 2.495 1.749 -0.798
H 0.022 3.359 -0.386
H -2.437 2.414 1.136
H -1.890 0.568 2.149
H 0.198 2.830 4.593
H 4.759 2.087 -1.367
H -0.491 -0.528 2.204
H 1.526 -3.526 -0.466
H 4.967 0.432 -1.883
H 0.240 2.086 0.811
H 1.620 -1.620 -2.794
H -0.599 4.974 1.173
H -2.280 3.291 -0.361
H -1.617 1.392 -1.602
H -1.821 -4.025 2.705
H 0.947 -4.226 2.503
H -2.089 -1.137 1.826
H -1.105 1.856 3.973
H -0.251 -0.273 -2.290
H 2.808 0.179 -0.132
H -0.714 4.635 3.571
H -1.103 -1.464 -3.798
H -3.014 0.962 -0.658
H 3.167 -0.086 -2.942
H 0.422 1.989 3.076

Total charge = -1
E_LUMO = 2.86 eV
E_tot = -56845.752 eV
Maximum force = 1.4 eV/Å
Gap between HOMO and LUMO = 8.0 eV

Here are the Löwdin charges for atoms 1 to 2, given in e: atom 1 (P): 1.003, atom 2 (P): 0.269

=====

Q: Look up the maximum force of the second one.
A: 1.4 eV/Å

=====

Please write out number 2 again, unchanged.
Entry from OMol25: a gas-phase ion, C14H29BF4NO5P2 (charge -1) (ωB97M-V with the def2-TZVPD basis set).

CARTESIAN COORDINATES (ANGSTROEM)
P 0.498 -2.888 0.250
P -0.600 -4.582 1.065
F 0.292 -3.498 -2.783
F -1.710 -3.248 -4.468
F -1.626 -4.082 -1.871
F -2.900 -2.028 -3.085
O 0.267 -0.083 -0.363
O -1.942 -4.039 1.753
O -0.828 -5.774 0.240
O 0.320 -4.942 2.364
O -1.673 -1.433 -0.618
N 1.676 -1.094 -1.930
C -0.887 3.755 2.947
C -1.630 -2.345 -3.434
C -0.567 -2.070 -1.109
C -0.395 2.921 0.523
C 0.310 -0.836 -1.516
C -0.306 2.529 3.674
C -0.890 -3.014 -2.260
C 4.515 1.056 -1.111
C 2.374 0.162 -2.236
C -0.252 4.027 1.591
C 3.004 0.806 -0.995
C -1.415 -0.290 1.672
C -1.826 2.492 0.238
C -1.943 1.194 -0.574
B -1.203 -0.123 0.055
H -1.970 3.671 2.873
H 5.019 0.829 -0.173
H 0.821 4.141 1.778
H 1.703 0.865 -2.744
H 2.495 1.749 -0.798
H 0.022 3.359 -0.386
H -2.437 2.414 1.136
H -1.890 0.568 2.149
H 0.198 2.830 4.593
H 4.759 2.087 -1.367
H -0.491 -0.528 2.204
H 1.526 -3.526 -0.466
H 4.967 0.432 -1.883
H 0.240 2.086 0.811
H 1.620 -1.620 -2.794
H -0.599 4.974 1.173
H -2.280 3.291 -0.361
H -1.617 1.392 -1.602
H -1.821 -4.025 2.705
H 0.947 -4.226 2.503
H -2.089 -1.137 1.826
H -1.105 1.856 3.973
H -0.251 -0.273 -2.290
H 2.808 0.179 -0.132
H -0.714 4.635 3.571
H -1.103 -1.464 -3.798
H -3.014 0.962 -0.658
H 3.167 -0.086 -2.942
H 0.422 1.989 3.076

Total charge = -1
E_LUMO = 2.86 eV
E_tot = -56845.752 eV
Maximum force = 1.4 eV/Å
Gap between HOMO and LUMO = 8.0 eV

Here are the Löwdin charges for atoms 1 to 2, given in e: atom 1 (P): 1.003, atom 2 (P): 0.269